255
Properties=species:S:1:pos:R:3:forces:R:3:mulliken_charge:R:1 method="wB97M-V/def2-TZVPD" relative_energy_ev=9.347 max_force_ev_per_a=3.35 gap_ev=8.75 charge=0 homo_ev=-8.591
C -12.8440 -3.1103 6.6869 -0.5 1.0 -0.6 -0.788
C -14.0428 -2.2057 7.1010 0.0 -0.2 0.5 0.203
C -15.4717 -2.7505 7.0842 0.0 0.1 -1.9 0.186
O -16.4516 -1.8429 7.5696 0.5 0.4 1.4 -0.420
C -17.7516 -2.4071 7.5026 0.7 -0.9 -0.7 -0.591
N -13.7219 -1.7724 8.4165 0.5 0.8 1.5 -0.762
H -11.9907 -2.4347 6.7479 0.1 0.0 0.2 0.477
H -12.8400 -3.4105 5.6391 -0.3 -0.6 0.1 0.101
H -12.6305 -3.9155 7.3899 -0.3 -0.2 -0.2 -0.018
H -14.0511 -1.3168 6.4703 0.1 0.0 -0.2 0.410
H -15.5913 -3.7344 7.5380 0.1 -0.1 0.2 -0.340
H -15.6219 -2.7957 6.0055 -0.6 -0.9 -0.4 0.354
H -18.5408 -1.9500 8.0994 0.5 0.9 -0.3 0.288
H -17.7452 -3.4318 7.8741 0.2 -0.3 0.0 0.152
H -17.9317 -2.4494 6.4284 -1.0 -0.1 0.0 0.303
H -14.3593 -1.0407 8.6966 -0.1 0.1 0.1 0.350
H -13.9068 -2.5444 9.0409 0.1 -0.1 0.4 0.228
C -14.6120 -9.0054 2.4584 -1.2 -1.3 -0.4 -1.629
C -13.8003 -10.3137 2.6675 1.6 1.4 -1.7 0.640
C -13.7038 -11.1931 1.3478 -0.2 0.5 1.8 -0.888
O -13.3537 -10.4470 0.2175 0.5 0.5 1.0 -0.208
C -13.4515 -11.1725 -0.9311 -1.1 -0.5 -2.8 -1.063
N -12.4469 -9.8483 3.0745 -1.2 -1.0 0.9 1.222
H -14.5022 -8.1938 3.1775 0.4 -0.5 0.3 0.083
H -15.6564 -9.3172 2.4578 -0.3 0.3 0.0 0.515
H -14.4579 -8.5783 1.4674 0.3 -0.2 0.0 0.386
H -14.2362 -11.0267 3.3673 0.0 0.4 0.5 0.444
H -14.6275 -11.7536 1.2040 -0.4 0.1 -0.3 0.576
H -12.9275 -11.9230 1.5773 0.2 -0.3 -0.1 0.110
H -13.1975 -10.5704 -1.8035 0.5 0.3 0.2 0.305
H -14.4800 -11.4321 -1.1823 -0.6 -0.1 0.4 0.361
H -12.9449 -12.1280 -1.0672 0.7 0.0 0.8 0.390
H -11.8523 -10.6347 3.2940 0.3 0.0 0.0 -0.774
H -11.9995 -9.3175 2.3409 0.1 0.0 0.0 -0.249
C -21.6726 -16.2673 1.5469 0.8 -0.3 0.8 -1.556
C -20.4768 -16.3711 2.5241 0.4 0.3 0.9 0.560
C -20.7809 -16.8688 3.9775 -2.0 0.4 -1.1 -0.790
O -19.6580 -16.9129 4.7771 0.9 -0.6 1.7 -0.095
C -19.7997 -17.4862 6.1294 2.1 1.4 -0.4 -0.540
N -19.4832 -17.2333 1.9291 -0.3 0.2 -0.7 -0.676
H -22.1309 -17.2469 1.4114 -0.5 0.0 0.4 0.355
H -21.2946 -16.0489 0.5481 0.1 0.5 0.2 0.409
H -22.3514 -15.4950 1.9085 -0.3 -0.3 -0.3 0.385
H -20.0486 -15.3741 2.6277 0.0 0.2 0.1 0.149
H -21.2378 -17.8584 3.9725 -0.3 -0.3 -0.4 0.353
H -21.5279 -16.1711 4.3560 -0.2 0.1 0.5 0.385
H -19.6894 -18.5613 6.2710 -1.2 -0.3 -0.9 0.368
H -20.4650 -16.9545 6.8096 -0.8 -0.3 -0.6 0.393
H -18.8404 -17.2338 6.5811 0.3 0.5 -0.1 -0.176
H -20.0963 -17.9878 1.6556 0.9 -1.0 -0.2 0.302
H -18.8122 -17.5006 2.6351 0.0 -0.5 0.0 0.233
C -11.1991 -10.1151 13.0494 0.2 0.3 0.7 -1.490
C -12.0929 -9.1642 13.8158 -0.3 -0.3 0.3 1.401
C -11.7122 -9.1141 15.3670 -0.1 -0.3 -3.3 -0.919
O -12.7356 -8.4461 15.9775 -0.8 1.4 2.6 -0.302
C -12.5307 -8.2783 17.3968 -0.5 -0.6 0.6 -0.892
N -12.1402 -7.8431 13.1769 0.5 0.2 0.4 -0.514
H -11.2563 -11.0985 13.5160 0.0 -0.2 -0.2 0.413
H -10.1758 -9.7540 13.1525 0.3 -0.1 -0.4 0.582
H -11.5067 -10.1763 12.0055 0.2 0.0 0.0 0.126
H -13.1032 -9.5409 13.6556 -0.3 -0.2 0.8 -0.587
H -10.7952 -8.5260 15.4040 0.5 -0.2 0.3 0.356
H -11.5987 -10.1469 15.6963 0.2 -0.1 0.4 0.453
H -12.2896 -9.2272 17.8760 0.0 -0.4 -0.2 0.340
H -13.4145 -7.9216 17.9257 -0.6 -0.1 -0.8 0.286
H -11.7870 -7.6033 17.8202 0.7 0.4 -1.2 0.344
H -11.2403 -7.6073 12.7836 0.4 -0.2 -0.2 0.215
H -12.2295 -7.1706 13.9252 -0.5 0.4 0.1 0.268
C -8.7956 -16.6149 10.4909 -0.6 2.1 0.0 -1.276
C -9.0606 -15.9607 9.0996 -0.3 -0.1 -1.4 0.337
C -10.0462 -14.7682 8.9627 -0.1 0.7 3.1 0.146
O -9.6203 -13.7381 9.9489 0.5 -3.1 -0.9 -0.485
C -10.2974 -12.5505 9.9760 -0.6 0.3 0.3 0.009
N -7.8024 -15.5616 8.4776 0.9 -0.3 0.6 -0.751
H -7.9865 -17.3434 10.4370 -0.2 0.2 -0.1 0.366
H -9.6866 -17.0105 10.9785 -0.2 -0.4 -0.5 0.218
H -8.5651 -15.7773 11.1493 0.7 -0.1 0.3 0.258
H -9.5125 -16.7919 8.5584 0.0 0.1 -0.7 0.331
H -11.0191 -15.1663 9.2509 -0.5 0.3 0.1 -0.313
H -10.1606 -14.1811 8.0514 0.5 -0.8 -0.7 0.173
H -9.7239 -12.0476 10.7547 -0.3 1.1 -0.4 0.283
H -11.3367 -12.6195 10.2972 -0.4 -0.4 0.5 0.008
H -10.3968 -12.0987 8.9890 0.7 0.6 -0.2 0.098
H -7.5573 -14.6846 8.9146 0.3 0.2 0.2 0.316
H -7.8284 -15.3446 7.4915 -0.6 -0.3 -0.1 0.257
C -12.8638 -17.0291 11.4837 -0.6 1.2 -1.0 -0.801
C -12.5482 -15.8855 12.4859 -2.4 0.7 -1.1 0.319
C -13.4724 -14.5556 12.2988 1.3 -0.3 -0.3 0.022
O -13.1671 -13.7449 13.4659 0.6 -2.3 -1.1 -0.480
C -14.0260 -12.7262 13.7885 0.0 1.3 -0.4 -0.407
N -12.9788 -16.4014 13.7456 0.8 -0.7 1.8 -0.768
H -12.7571 -16.6826 10.4557 0.2 0.2 -0.2 -0.153
H -13.9263 -17.2591 11.5625 -0.1 -0.1 0.1 0.342
H -12.3356 -17.9823 11.5065 0.4 0.3 0.8 0.387
H -11.5124 -15.5589 12.3937 0.1 -0.2 0.6 0.222
H -14.5307 -14.7584 12.1344 -0.4 -0.6 1.0 0.269
H -13.3219 -14.0232 11.3596 1.0 0.5 -0.1 -0.112
H -15.0706 -13.0279 13.8650 0.0 -0.1 0.0 0.413
H -13.9188 -11.9446 13.0364 -0.5 0.3 -0.2 -0.144
H -13.6659 -12.2834 14.7172 -0.2 -0.1 0.2 0.310
H -13.9824 -16.5140 13.7334 -0.2 -0.3 -0.3 0.305
H -12.8406 -15.7327 14.4899 0.3 0.2 0.0 0.357
C -10.7547 -6.7609 -0.6207 -0.6 1.6 -1.0 -1.586
C -11.1149 -6.9781 0.8413 0.7 -0.9 -1.7 1.067
C -12.4759 -6.4905 1.2832 -0.4 1.3 1.3 -0.402
O -12.5535 -5.0272 1.2512 -0.2 -1.0 -0.2 -0.482
C -12.2553 -4.3486 2.4903 0.6 -0.8 -1.1 -0.329
N -10.9994 -8.4334 0.9399 0.0 -1.2 1.3 -0.790
H -11.0713 -7.5920 -1.2510 -0.3 0.0 0.1 0.357
H -9.6879 -6.6558 -0.8186 0.1 0.1 0.4 0.350
H -11.2525 -5.8652 -0.9921 0.2 0.2 -0.3 0.422
H -10.3533 -6.4693 1.4322 0.0 -0.3 0.4 -0.029
H -12.7029 -6.7950 2.3049 0.6 -0.1 0.4 -0.049
H -13.3330 -6.9552 0.7959 0.2 0.4 -1.0 0.268
H -11.3428 -4.7631 2.9187 0.0 -0.1 0.3 -0.041
H -13.0604 -4.4291 3.2207 -0.1 0.1 -0.1 0.191
H -12.0135 -3.3294 2.1891 -0.4 0.1 0.2 0.415
H -10.2910 -8.8094 0.3259 0.8 0.5 0.2 0.312
H -11.7710 -8.9271 0.5144 -1.0 0.4 0.0 -0.003
C -14.3846 -8.6456 10.3688 0.6 0.6 0.9 0.160
C -15.2374 -7.4574 9.9895 -0.1 0.6 -0.6 0.737
C -14.8356 -6.5818 8.7352 -1.4 0.3 0.1 -1.019
O -15.0008 -7.2131 7.4945 1.0 -2.0 -1.1 0.291
C -14.6414 -6.4635 6.3244 -1.3 0.5 0.9 -0.147
N -16.6067 -7.9471 9.8713 -0.3 -0.9 -0.5 -0.634
H -14.7556 -9.0611 11.3058 -0.6 -0.2 -0.2 -0.170
H -13.4358 -8.2797 10.7611 0.5 -0.2 -0.7 -0.152
H -14.3430 -9.4175 9.6004 0.3 0.1 0.0 -0.287
H -15.3239 -6.8284 10.8754 0.9 0.7 -0.2 0.502
H -13.8806 -6.0567 8.7559 0.2 -0.1 0.5 0.219
H -15.6586 -5.8729 8.6442 0.1 1.1 0.9 0.219
H -15.3293 -5.6191 6.2811 0.0 0.5 0.0 0.267
H -14.9174 -7.0200 5.4287 0.5 -0.5 0.2 -0.176
H -13.6264 -6.0673 6.2983 0.2 -0.4 0.1 -0.044
H -16.4508 -8.9235 9.6652 -0.7 -0.4 -0.1 -0.240
H -17.0922 -7.6056 9.0542 0.0 0.4 -0.1 0.372
C -9.4716 -5.2450 5.6233 -1.1 0.9 0.8 -1.699
C -10.3063 -6.4847 6.0344 1.3 -1.5 -1.7 1.705
C -10.6472 -6.5891 7.5200 -0.1 0.0 -1.3 0.061
O -10.3803 -7.9027 8.0050 0.1 1.6 -1.2 -0.516
C -10.5214 -7.9348 9.4018 0.1 -0.8 -1.0 -1.002
N -11.3836 -6.7279 5.0485 -0.7 1.1 0.7 0.641
H -8.5283 -5.0846 6.1453 0.2 -0.7 0.0 0.444
H -10.0361 -4.3688 5.9424 -0.3 0.3 0.0 0.288
H -9.3164 -5.0667 4.5592 0.0 -0.7 -0.1 0.367
H -9.6781 -7.3617 5.8787 0.8 0.0 0.4 -0.799
H -11.7085 -6.4208 7.7026 -0.1 0.6 0.1 -0.376
H -9.9910 -5.8367 7.9574 -0.2 0.0 0.8 0.434
H -10.4665 -9.0201 9.4871 0.1 0.1 1.5 0.362
H -11.4944 -7.5316 9.6826 -0.1 -0.1 0.4 0.249
H -9.7036 -7.3459 9.8169 0.0 -0.3 0.6 0.368
H -11.8591 -7.5955 5.2516 -0.1 -0.3 0.1 -0.470
H -10.9677 -6.8461 4.1357 0.2 -0.1 -0.1 -0.234
C -19.1047 -13.0007 5.0764 0.1 0.0 1.1 -1.673
C -18.5952 -12.7329 6.5525 0.4 0.8 -3.1 1.057
C -17.4765 -11.6869 6.5121 0.1 1.3 -0.7 0.835
O -17.9036 -10.3530 6.1334 -1.7 -1.1 0.3 -0.619
C -17.0144 -9.3089 6.3407 0.8 0.2 0.6 0.254
N -19.7009 -12.2813 7.3175 -0.5 -0.1 1.0 -0.668
H -19.5901 -12.1121 4.6730 0.4 0.3 0.0 0.332
H -19.9069 -13.7382 5.0497 0.3 -0.4 0.2 0.448
H -18.2730 -13.2996 4.4384 -0.1 0.0 -0.1 0.348
H -18.0736 -13.6100 6.9355 -0.4 -0.4 0.3 -0.501
H -16.7877 -11.9620 5.7134 0.8 -0.4 0.5 0.321
H -17.0656 -11.6013 7.5180 0.6 -0.2 -0.1 -0.721
H -16.5366 -9.2657 7.3194 0.1 -0.7 0.4 -0.303
H -17.5272 -8.3471 6.3481 -0.3 -0.1 -0.7 0.376
H -16.1934 -9.3507 5.6249 0.1 0.3 -0.3 -0.105
H -19.2858 -11.9004 8.1557 -0.3 0.1 0.7 0.282
H -20.0344 -11.4593 6.8348 -0.3 0.2 -0.1 0.419
C -15.8632 -19.5224 9.3270 -0.8 -0.2 1.9 -1.744
C -15.8557 -18.4328 8.3028 0.8 -0.9 -0.4 1.416
C -15.1559 -17.1397 8.7482 -1.4 -0.3 -0.8 0.893
O -15.8665 -16.4357 9.7383 0.2 0.7 1.3 0.085
C -17.2060 -16.0184 9.5055 0.4 -1.1 -0.8 -1.202
N -15.0654 -18.9963 7.2078 0.3 0.3 -0.7 -0.716
H -16.5804 -20.3175 9.1231 0.3 -0.3 -0.6 0.466
H -16.2349 -19.2001 10.2997 0.0 0.5 0.2 0.323
H -14.8744 -19.9324 9.5325 0.0 0.0 -0.4 0.350
H -16.8610 -18.3067 7.9008 -0.4 0.7 0.5 -0.266
H -15.0498 -16.5253 7.8541 0.1 0.2 -0.2 -1.375
H -14.1486 -17.3711 9.0943 -0.2 0.0 0.3 0.282
H -17.8038 -16.9002 9.2748 -0.3 -0.1 0.1 0.377
H -17.2988 -15.3739 8.6314 0.2 0.4 -0.1 0.516
H -17.6374 -15.5304 10.3795 0.5 0.0 0.1 0.261
H -15.0810 -18.3232 6.4549 0.2 0.1 -0.2 0.122
H -15.5964 -19.7677 6.8295 0.1 -0.5 0.0 0.369
C -18.3674 -10.3461 13.9731 -0.8 -0.7 -0.2 -1.700
C -17.2526 -11.2133 13.3490 0.9 2.0 0.5 0.689
C -17.5105 -11.7617 11.9437 -1.0 -0.4 -0.8 -1.021
O -16.3236 -12.2674 11.3672 1.8 -0.1 1.5 0.100
C -16.2481 -12.5336 10.0132 -1.3 -0.6 -1.2 -0.053
N -16.1558 -10.2141 13.2513 0.2 -1.1 -0.4 -0.409
H -18.0801 -9.4727 14.5585 1.0 -0.4 0.2 0.425
H -19.0347 -10.8822 14.6480 -0.4 -0.1 -0.5 0.370
H -18.8603 -9.8367 13.1451 -0.7 -0.4 -0.1 0.413
H -16.8528 -12.0222 13.9606 -0.5 -0.1 0.3 0.188
H -17.9066 -11.0111 11.2597 -0.2 0.6 0.2 0.381
H -18.2392 -12.5723 11.9487 -0.3 -0.2 0.2 0.399
H -17.2257 -12.8773 9.6751 -0.5 0.2 -0.3 0.485
H -15.6378 -13.3838 9.7085 0.6 -0.1 1.0 -0.343
H -15.9123 -11.7311 9.3565 0.0 0.6 0.3 -0.254
H -15.7508 -10.5313 12.3822 1.0 0.8 -0.2 -0.193
H -16.5780 -9.3059 13.1215 0.2 0.2 -0.3 0.308
C -13.2285 -9.7908 6.9784 -2.8 0.3 0.0 1.299
C -12.3150 -10.9290 7.2405 0.5 1.1 0.2 0.308
C -12.7506 -12.3063 6.7299 0.3 -0.2 0.2 0.306
O -14.0401 -12.6624 7.2145 -0.8 0.2 0.1 0.513
C -14.4152 -14.0348 7.0899 0.3 0.4 0.0 -1.066
N -11.0143 -10.4015 6.7140 -0.1 -2.2 0.2 0.575
H -13.0645 -8.8778 7.5507 0.7 -0.1 0.0 -0.240
H -14.2638 -10.0085 7.2411 -0.3 -0.3 0.1 -0.399
H -13.2818 -9.5336 5.9206 0.3 0.0 -0.2 -0.741
H -12.2276 -11.0827 8.3161 0.1 0.2 0.2 -0.365
H -12.0279 -12.9883 7.1777 0.3 -0.4 -0.3 -0.446
H -12.7169 -12.3846 5.6432 0.1 0.0 -0.3 0.157
H -14.6719 -14.3519 6.0792 0.6 0.2 -0.5 0.371
H -15.3632 -14.2752 7.5711 0.1 0.7 0.7 -0.633
H -13.6354 -14.6518 7.5364 0.1 -0.3 -0.2 0.570
H -11.1511 -10.3669 5.7139 0.3 0.1 -0.5 -0.102
H -10.9661 -9.4447 7.0340 0.3 0.1 0.1 -0.011
C -11.7197 -16.0805 3.6087 -1.0 0.4 0.2 -1.626
C -12.7924 -16.1859 4.7304 0.7 -0.6 -0.4 2.351
C -14.1169 -16.6670 4.2040 1.2 -0.7 -1.9 -1.508
O -15.0826 -16.8925 5.1892 -0.1 2.3 -0.7 -0.212
C -16.3573 -16.8290 4.5930 -1.7 -1.6 0.3 -1.090
N -12.3005 -16.9874 5.8404 -0.6 -0.1 0.3 -0.463
H -10.7384 -15.9844 4.0735 0.0 0.1 -0.2 0.487
H -11.9458 -15.2491 2.9410 0.2 0.4 0.3 0.341
H -11.7299 -16.8969 2.8866 0.0 -0.6 0.5 0.358
H -13.0863 -15.2161 5.1317 0.7 0.3 0.0 -1.112
H -14.1039 -17.5741 3.5998 0.7 -0.6 0.0 0.519
H -14.2839 -15.9380 3.4111 -1.3 0.7 0.3 0.561
H -16.5031 -16.5585 3.5472 1.0 0.6 -0.1 0.580
H -17.0850 -16.2426 5.1540 0.3 0.1 0.3 0.179
H -16.6878 -17.8676 4.5777 -0.6 -0.2 0.2 0.299
H -13.1653 -17.4089 6.1480 0.1 -0.4 1.1 0.012
H -11.7549 -17.7842 5.5443 0.3 0.0 -0.4 0.295
C -7.8961 -9.7259 5.0268 0.9 -1.5 -0.3 -1.371
C -8.2045 -9.6798 3.5063 -0.3 -0.4 2.3 0.395
C -8.6301 -11.0781 2.9555 -0.5 0.3 -0.1 -1.142
O -9.8726 -11.5368 3.5088 -1.2 0.1 -0.4 0.109
C -10.4064 -12.7177 2.8414 1.8 0.3 0.3 -0.877
N -9.2600 -8.6372 3.4600 0.9 -1.1 -0.9 -0.039
H -7.7012 -8.7586 5.4899 -0.1 0.0 -0.3 0.302
H -7.0303 -10.3722 5.1706 0.4 0.2 0.1 0.505
H -8.6544 -10.2645 5.5952 -0.5 0.3 -0.1 0.207
H -7.2693 -9.4350 3.0026 -0.2 0.4 -0.4 0.392
H -7.9007 -11.8792 3.0752 0.5 0.1 0.5 0.594
H -8.6868 -10.9689 1.8725 -0.5 0.1 -0.4 0.418
H -11.3030 -13.1903 3.2426 0.1 0.8 0.9 -0.181
H -9.5737 -13.4095 2.9683 -0.3 -0.7 -0.5 0.530
H -10.6525 -12.5796 1.7886 0.4 0.4 -0.3 0.375
H -9.8269 -8.8847 2.6616 -0.6 0.5 -0.3 0.100
H -9.7999 -8.9171 4.2663 -0.7 0.3 0.1 -0.346